{
  "formula": "C44H61N9O4S2",
  "method": "the ωB97M-V functional and the def2-TZVPD basis",
  "symbols": ["C", "C", "C", "S", "O", "O", "C", "H", "H", "H", "H", "H", "H", "H", "H", "C", "C", "C", "S", "O", "O", "C", "H", "H", "H", "H", "H", "H", "H", "H", "N", "C", "C", "C", "C", "H", "H", "H", "H", "H", "N", "C", "C", "C", "C", "H", "H", "H", "H", "H", "N", "C", "C", "C", "C", "H", "H", "H", "H", "H", "N", "C", "C", "C", "C", "H", "H", "H", "H", "H", "N", "C", "C", "C", "C", "H", "H", "H", "H", "H", "N", "C", "C", "C", "C", "H", "H", "H", "H", "H", "N", "C", "C", "C", "C", "H", "H", "H", "H", "H", "N", "C", "C", "C", "C", "H", "H", "H", "H", "H", "N", "C", "C", "C", "C", "H", "H", "H", "H", "H"],
  "positions_angstrom": [[-4.922290, 4.548668, -1.490128], [-4.007923, 5.729501, -1.320923], [-3.137922, 5.479978, -0.086977], [-2.853876, 3.679986, -0.067472], [-3.446203, 3.183860, 1.179008], [-1.504827, 3.366110, -0.455756], [-4.023388, 3.287734, -1.413991], [-5.496936, 4.578273, -2.413983], [-5.633237, 4.484339, -0.662263], [-4.453421, 6.724052, -1.291119], [-3.362926, 5.799014, -2.205034], [-3.669890, 5.681362, 0.844663], [-2.218674, 6.049538, 0.040585], [-4.501938, 2.336297, -1.209765], [-3.375971, 3.266463, -2.292586], [-4.369178, -1.397067, 0.995546], [-3.018235, -2.056062, 1.326422], [-2.801754, -1.723009, 2.815733], [-3.200144, 0.034306, 2.926000], [-1.961956, 0.763018, 2.773142], [-4.001620, 0.292293, 4.097654], [-4.219728, 0.092468, 1.381176], [-5.186971, -1.859334, 1.551663], [-4.694032, -1.456116, -0.043924], [-2.205037, -1.713778, 0.683451], [-3.095666, -3.133394, 1.174818], [-1.804369, -1.905163, 3.205748], [-3.558356, -2.261620, 3.384559], [-3.722697, 0.637821, 0.583662], [-5.163890, 0.584382, 1.603529], [-0.186451, 1.624172, 4.611242], [-0.615742, 2.254356, 5.746904], [0.478953, 2.414440, 6.570617], [1.589649, 1.887692, 5.883739], [1.132753, 1.335310, 4.695660], [-0.683457, 1.501620, 3.721903], [-1.635626, 2.593121, 5.812822], [0.557077, 2.723106, 7.600930], [2.639757, 1.780016, 6.116278], [1.762700, 0.958455, 3.910101], [0.381570, -5.028714, 1.087474], [0.716801, -6.290639, 1.513962], [0.878337, -6.288053, 2.908335], [0.745098, -4.940963, 3.257349], [0.369923, -4.195854, 2.154898], [0.145680, -4.870878, 0.124070], [0.807858, -7.149976, 0.868856], [1.132786, -7.173695, 3.462177], [0.802670, -4.509546, 4.246690], [0.082092, -3.159614, 2.092885], [1.274545, 5.219634, 0.808024], [0.914228, 3.995488, 1.300026], [2.068104, 3.326958, 1.622930], [3.166182, 4.049759, 1.098253], [2.630700, 5.187233, 0.528179], [0.681897, 5.896922, 0.366314], [-0.119681, 3.776604, 1.505471], [2.101988, 2.324655, 2.018153], [4.165850, 3.650932, 1.106937], [3.009602, 6.065262, 0.028593], [0.019007, 0.662544, 0.381508], [-0.202856, 0.342132, -0.935591], [0.343226, -0.906935, -1.130943], [0.981944, -1.281244, 0.051077], [0.823795, -0.276899, 0.974297], [-0.169008, 1.537842, 0.839878], [-0.737431, 1.055966, -1.536006], [0.458206, -1.473228, -2.044140], [1.561406, -2.167678, 0.268395], [1.229659, -0.165439, 1.965062], [3.659385, -6.243298, -0.830781], [3.486416, -5.029754, -0.244199], [3.882231, -4.092328, -1.183434], [4.454010, -4.790891, -2.267407], [4.269093, -6.146565, -2.042490], [3.382574, -7.103206, -0.389097], [3.090853, -4.944793, 0.753680], [3.673189, -3.038904, -1.073489], [4.941222, -4.400573, -3.147126], [4.618885, -6.971342, -2.637138], [-1.159463, 0.710721, -4.812031], [-2.077083, 0.122511, -3.983126], [-3.134212, -0.306971, -4.768493], [-2.865102, 0.140445, -6.061791], [-1.644625, 0.774717, -6.085873], [-0.201967, 0.974176, -4.582423], [-1.825242, 0.036535, -2.941227], [-4.011548, -0.853853, -4.465558], [-3.506273, -0.038124, -6.913554], [-1.052491, 1.200576, -6.877391], [2.306089, -2.629619, -4.503288], [1.723843, -1.820076, -5.453863], [0.378511, -2.011966, -5.370347], [0.117634, -2.960234, -4.370832], [1.306025, -3.375784, -3.864042], [3.294365, -2.745060, -4.379391], [2.298211, -1.160721, -6.082166], [-0.394880, -1.578149, -5.985537], [-0.813804, -3.389083, -4.034587], [1.630871, -4.013390, -3.057779], [3.183926, -1.135495, 6.196051], [4.421361, -0.880446, 5.644769], [4.282487, -1.083448, 4.285555], [3.038945, -1.621061, 4.018218], [2.341127, -1.596996, 5.216058], [2.914604, -0.920740, 7.137486], [5.272524, -0.598508, 6.239543], [5.108415, -1.062586, 3.588373], [2.749789, -2.060436, 3.077213], [1.389376, -1.995619, 5.527573], [0.410874, 3.913303, -3.887915], [0.755196, 3.392869, -5.104928], [1.384828, 2.193514, -4.901693], [1.371301, 1.981938, -3.507622], [0.856460, 3.082371, -2.888330], [-0.116601, 4.757048, -3.765988], [0.546447, 3.943673, -6.007865], [1.890370, 1.552928, -5.605645], [1.854679, 1.164203, -2.993772], [0.826494, 3.279739, -1.829028]],
  "forces_ev_per_angstrom": [[-0.5070, -1.0496, 0.5523], [1.2625, 0.8329, -0.3760], [-0.2225, -0.1502, 0.5643], [-1.9386, 0.2126, 0.9699], [0.9578, 0.2306, -1.1277], [0.1698, -0.2060, 0.0256], [0.7946, 1.2059, -0.0841], [0.0969, -0.0286, -0.0529], [-0.0910, 0.1569, -0.0311], [-0.4739, -0.2269, 0.2733], [0.1170, -0.1908, 0.0263], [-0.3215, -0.2082, -0.1185], [0.2069, -0.2181, -0.6205], [-0.0473, 0.0240, -0.0226], [-0.1628, -0.4048, -0.1391], [0.0087, 0.7268, -0.1301], [-0.4345, -0.4082, 0.1151], [-0.3718, -0.0531, -0.7860], [-0.0992, -0.2358, -0.0728], [-0.3802, 0.0364, -0.6843], [-0.0595, -0.0232, -0.4361], [-0.0652, -0.6027, 0.3986], [0.1738, -0.0415, 0.2885], [0.3916, -0.1158, -0.1282], [-0.0043, 0.3000, 0.0679], [0.1123, -0.0470, 0.1500], [0.0150, 0.1553, 0.0183], [0.1032, 0.0759, 0.2481], [0.3910, 0.0830, 0.3042], [0.0782, 0.0422, 0.2042], [-0.0371, -0.2196, -1.1079], [0.1141, 0.1780, -0.2466], [0.3237, -0.2116, 0.2883], [0.4157, -1.3271, -1.0126], [0.7294, 1.5345, 0.9607], [-0.2111, 0.0286, 1.1393], [-0.0266, -0.1392, 0.1946], [-0.4765, 0.4137, -0.0942], [-0.1446, 0.2957, 0.5840], [-0.3785, -0.2709, -0.1973], [0.1546, -1.5396, -0.2330], [-0.1646, -0.5466, 1.1722], [0.3647, 0.1279, -2.5152], [-0.7786, 1.1230, 1.0146], [0.2729, 0.0141, 0.5980], [0.0122, 0.5465, 0.0762], [-0.1835, 0.2360, -0.3105], [0.0609, 0.1787, 0.3096], [0.0688, -0.1011, -0.0067], [0.1579, 0.0150, -0.1584], [0.8158, -0.7281, -1.2160], [-0.1081, 0.4226, 1.3428], [-0.6180, -0.6677, -0.7364], [-0.5012, 0.2655, -0.4162], [-0.0252, 0.6062, 0.7770], [-0.2550, -0.1151, 0.0877], [0.0672, -0.0591, 0.1097], [0.0729, 0.1000, 0.1952], [0.1785, 0.4470, -0.1237], [0.5164, -0.2313, 0.0628], [0.9889, 0.1463, 0.3789], [-0.3407, -0.0473, 0.9869], [0.1483, 0.0653, -1.1212], [0.8286, -0.3248, 1.3132], [-0.7604, -0.0530, -0.5201], [-0.3032, 0.1395, -0.3848], [0.0296, -0.1522, -0.2033], [-0.4405, 0.1829, -0.1502], [-0.0305, -0.0669, -0.3226], [-0.1898, 0.0109, 0.1107], [0.1687, -1.2091, 0.6625], [-0.2505, 0.4408, -1.0281], [-0.1227, 0.1641, 0.9278], [-0.3042, -0.6563, -0.5299], [0.3448, 1.2917, -0.0645], [0.1950, -0.0273, -0.0076], [-0.1957, 0.0727, -0.0953], [0.5029, 0.0889, -0.0406], [-0.0871, 0.1560, 0.0283], [-0.2461, -0.2203, 0.1626], [-0.3036, 0.3944, 0.0181], [0.5621, -0.3347, -0.4081], [0.2213, 0.3708, 1.0027], [-0.2393, -0.0116, -1.5219], [-0.0561, -0.5051, 0.5317], [-0.6835, 0.0133, 0.2357], [-0.2458, -0.3151, 0.0344], [0.0071, 0.0766, 0.1690], [0.0836, 0.1339, -0.0177], [-0.0935, -0.0011, -0.0620], [-0.8184, -0.3520, -0.0633], [0.2283, -0.2009, 0.5117], [-0.8681, 0.3471, -0.7591], [-0.2680, -1.0578, 0.6098], [2.0138, 0.9654, -0.0948], [-0.0017, -0.0592, 0.1423], [0.0796, -0.0932, -0.0135], [0.1825, 0.2090, -0.0148], [-0.1904, 0.3046, -0.2350], [-0.3194, -0.2069, -0.0286], [0.5118, -0.3303, -0.7005], [-0.8851, 0.4690, -0.3920], [2.3551, -0.2722, 0.4510], [-1.5006, -0.2479, 0.5774], [0.2147, -0.4736, 0.2130], [-0.0622, -0.0866, 0.0459], [-0.0861, 0.2147, -0.0040], [-0.0568, 0.1891, 0.0095], [-0.3215, 0.1368, 0.0352], [-0.1768, 0.2207, -0.3170], [0.2907, 0.0126, 0.2063], [-0.0341, 0.2179, -0.4170], [0.2159, 0.3706, -0.0516], [1.3734, -0.2558, 0.7234], [-0.4516, -0.3760, -0.2439], [0.0893, 0.0704, 0.0707], [-0.0501, -0.0815, 0.0003], [-0.2681, 0.0703, -0.2338], [-0.1152, -0.0290, 0.0199], [-0.3859, 0.2534, -0.0674]],
  "lowdin_charge": [-0.214, -0.230, -0.209, 0.690, -0.331, -0.338, -0.192, 0.119, 0.121, 0.120, 0.117, 0.104, 0.097, 0.099, 0.102, -0.212, -0.209, -0.208, 0.701, -0.350, -0.313, -0.199, 0.115, 0.113, 0.106, 0.113, 0.096, 0.106, 0.075, 0.102, 0.015, -0.127, -0.118, -0.127, -0.161, 0.087, 0.105, 0.083, 0.083, 0.080, 0.015, -0.159, -0.091, -0.121, -0.149, 0.147, 0.099, 0.089, 0.087, 0.087, 0.010, -0.160, -0.104, -0.089, -0.135, 0.131, 0.090, 0.074, 0.092, 0.100, 0.041, -0.139, -0.103, -0.130, -0.122, 0.099, 0.075, 0.077, 0.077, 0.088, -0.001, -0.132, -0.121, -0.130, -0.130, 0.142, 0.101, 0.086, 0.085, 0.105, 0.017, -0.125, -0.116, -0.140, -0.147, 0.078, 0.077, 0.085, 0.089, 0.106, 0.022, -0.133, -0.124, -0.129, -0.133, 0.125, 0.101, 0.085, 0.098, 0.093, 0.014, -0.124, -0.133, -0.132, -0.145, 0.142, 0.101, 0.094, 0.085, 0.106, 0.033, -0.134, -0.140, -0.137, -0.112, 0.140, 0.111, 0.099, 0.106, 0.103],
  "total_energy_ev": -89885.0490,
  "multiplicity": 1,
  "relative_energy_kj_mol": 0.0,
  "orbital_gap_ev": 7.2,
  "smiles": "O=S1(=O)CCCC1.O=S1(=O)CCCC1.c1cc[nH]c1.c1cc[nH]c1.c1cc[nH]c1.c1cc[nH]c1.c1cc[nH]c1.c1cc[nH]c1.c1cc[nH]c1.c1cc[nH]c1.c1cc[nH]c1"
}